Record 1
A 2-piece molecular cluster, C2H6O overall in a non-equilibrium geometry, computed with ωB97M-V/def2-TZVPD.

The gap between HOMO and LUMO is 0.415 Eh. As for the energy above the lowest of the compared OMol25 structures with the same formula, charge and spin: 0.819 eV. The calculation puts the LUMO energy at 0.0337 Ha. The SMILES is C=C.O.

```
! RIJCOSX wB97M-V def2-TZVPD def2/J DEFGRID3
* xyz 0 1
C 0.000 0.000 0.000
C 1.020 0.563 0.586
H -0.558 0.315 -0.889
H -0.345 -0.897 0.527
H 1.499 1.478 0.217
H 1.505 0.033 1.414
O -1.042 -3.328 -1.687
H -1.473 -3.775 -0.923
H -0.121 -3.156 -1.386
*
```

Record 2
An isolated molecule of C5H5FS in a non-equilibrium geometry, computed with ωB97M-V/def2-TZVPD.

The gap between HOMO and LUMO is 0.357 Eh. As for the energy above the lowest of the compared OMol25 structures with the same formula, charge and spin: 0.443 eV. The calculation puts the LUMO energy at 0.0352 Ha. The SMILES is FC1=C[C@H]2S[C@H]2C1.

```
! RIJCOSX wB97M-V def2-TZVPD def2/J DEFGRID3
* xyz 0 1
F 2.397 -0.819 -0.583
C 1.221 -0.352 -0.221
C 0.845 0.030 1.024
C -0.525 0.397 1.026
S -1.044 1.936 0.219
C -1.094 0.170 -0.322
C 0.071 -0.363 -1.109
H 1.397 0.075 1.934
H -1.082 0.023 1.873
H -2.095 -0.126 -0.475
H 0.161 0.371 -1.869
H -0.252 -1.341 -1.498
*
```

Record 3
A 4-piece molecular cluster, H8O3S2 overall, computed with ωB97M-V/def2-TZVPD.

The gap between HOMO and LUMO is 0.340 Eh. As for the energy above the lowest of the compared OMol25 structures with the same formula, charge and spin: 0.560 eV. The calculation puts the LUMO energy at 0.0066 Ha. The SMILES is SS.O.O.O.

```
! RIJCOSX wB97M-V def2-TZVPD def2/J DEFGRID3
* xyz 0 1
S 1.799 -0.714 -2.011
S 3.698 -0.166 -1.318
H 1.175 0.329 -1.449
H 3.296 0.279 -0.123
O 0.530 -2.145 0.783
H 0.459 -3.089 0.952
H 0.927 -2.068 -0.094
O -1.759 -0.058 1.417
H -1.430 -0.920 1.724
H -0.976 0.497 1.477
O -2.297 2.487 -0.659
H -2.186 3.275 -0.117
H -3.236 2.291 -0.582
*
```

Record 4
C17H31GeN5O4Zn as an isolated structure, computed with ωB97M-V/def2-TZVPD.

The gap between HOMO and LUMO is 0.197 Eh. As for the energy above the lowest of the compared OMol25 structures with the same formula, charge and spin: 0.067 eV. The calculation puts the LUMO energy at -0.2961 Ha.

```
! RIJCOSX wB97M-V def2-TZVPD def2/J DEFGRID3
* xyz 2 1
Zn 1.471 1.136 -0.630
N 1.716 3.369 -0.233
N 0.661 4.299 -0.179
C -0.599 3.907 0.028
N -1.584 4.774 0.039
N -0.708 2.559 0.256
N -1.874 2.027 0.219
O -1.820 0.670 0.301
O -2.944 2.532 0.080
H 2.249 3.412 0.634
H 2.341 3.618 -0.997
H 0.878 5.280 -0.294
H -1.422 5.760 -0.111
H -2.537 4.463 0.162
C 5.660 0.848 -0.963
C 4.260 0.565 -0.509
O 3.374 1.318 -1.016
C 3.983 -0.490 0.439
C 5.042 -1.390 0.736
C 4.907 -2.404 1.643
C 3.691 -2.539 2.327
C 2.643 -1.688 2.083
C 2.738 -0.655 1.132
O 1.673 0.101 0.960
H 5.677 1.800 -1.485
H 5.982 0.074 -1.662
H 6.364 0.859 -0.134
H 5.981 -1.283 0.214
H 5.724 -3.083 1.836
H 3.574 -3.328 3.059
H 1.708 -1.794 2.616
C -3.874 -1.164 -2.819
C -2.706 -2.082 -3.151
C -1.958 -2.582 -1.908
C -0.595 -1.921 -1.676
Ge -0.423 0.005 -1.698
C -1.213 0.185 1.646
C -1.824 -1.152 1.951
C -3.241 -1.133 2.522
C -4.324 -0.766 1.515
H -4.347 -0.774 -3.720
H -3.571 -0.308 -2.206
H -4.635 -1.707 -2.256
H -2.008 -1.584 -3.833
H -3.087 -2.937 -3.710
H -1.778 -3.656 -1.973
H -2.593 -2.441 -1.030
H 0.079 -2.187 -2.508
H -0.082 -2.290 -0.783
H -1.541 0.651 -2.544
H -1.496 0.961 2.359
H -0.138 0.159 1.478
H -1.131 -1.606 2.668
H -1.765 -1.783 1.059
H -3.272 -0.450 3.375
H -3.448 -2.123 2.929
H -4.250 0.267 1.176
H -5.312 -0.891 1.955
H -4.274 -1.407 0.633
*
```

Record 5
A 3-piece molecular cluster, C2H11N3O overall in a non-equilibrium geometry, computed with ωB97M-V/def2-TZVPD.

The gap between HOMO and LUMO is 0.328 Eh. As for the energy above the lowest of the compared OMol25 structures with the same formula, charge and spin: 3.442 eV. The calculation puts the LUMO energy at 0.0363 Ha.

```
! RIJCOSX wB97M-V def2-TZVPD def2/J DEFGRID3
* xyz 0 1
C -0.740 -0.602 -0.332
C -0.123 -1.132 -1.601
N -0.043 -0.893 0.803
N -2.111 -0.699 -0.265
H -0.271 0.995 -0.569
H 0.899 -0.443 0.752
H -2.550 -0.340 0.570
H -2.605 -0.470 -1.114
H -0.483 -0.587 1.662
H -0.231 -2.220 -1.615
H -0.613 -0.708 -2.474
H 0.931 -0.871 -1.630
N 1.515 1.639 1.715
O 1.760 1.098 0.393
H 0.721 1.262 -0.189
H 1.636 2.649 1.628
H 2.310 1.323 2.267
*
```

Record 6
C50H39F15GeN2O7SY as an isolated structure, computed with ωB97M-V/def2-TZVPD.

The gap between HOMO and LUMO is 0.285 Eh. As for the energy above the lowest of the compared OMol25 structures with the same formula, charge and spin: 0.000 eV. The calculation puts the LUMO energy at 0.0781 Ha.

```
! RIJCOSX wB97M-V def2-TZVPD def2/J DEFGRID3
* xyz -1 1
Y 0.744 -0.038 -0.944
O 2.216 -0.854 -2.357
C 3.395 -0.547 -2.797
C 4.259 -1.558 -3.282
C 5.529 -1.270 -3.717
C 6.015 0.045 -3.722
C 5.174 1.051 -3.305
C 3.873 0.789 -2.847
C 3.035 1.933 -2.544
N 1.837 1.918 -2.107
C 1.173 3.229 -2.027
C -0.092 3.141 -1.171
N 0.214 2.229 -0.087
C 0.327 2.703 1.088
C 0.924 2.032 2.226
C 0.828 2.658 3.474
C 1.498 2.185 4.581
C 2.328 1.071 4.423
C 2.469 0.454 3.200
C 1.756 0.890 2.058
O 1.909 0.296 0.914
H 3.891 -2.574 -3.254
H 6.168 -2.077 -4.058
H 7.017 0.265 -4.064
H 5.511 2.083 -3.331
H 3.500 2.901 -2.775
H 0.909 3.565 -3.032
H 1.864 3.957 -1.587
H -0.906 2.736 -1.761
H -0.369 4.137 -0.807
H 0.019 3.740 1.271
H 0.208 3.549 3.554
H 1.408 2.678 5.541
H 2.880 0.688 5.275
H 3.127 -0.401 3.097
C 4.866 -1.436 0.300
O 4.175 -2.509 -0.309
C 3.520 -3.354 0.596
C 2.256 -2.790 1.216
O 1.179 -2.517 0.325
C 0.626 -3.675 -0.271
C -0.642 -3.242 -0.960
O -0.354 -2.172 -1.845
C -0.090 -2.589 -3.178
H 5.621 -1.811 1.004
H 5.364 -0.888 -0.500
H 4.186 -0.751 0.814
H 3.305 -4.273 0.045
H 4.190 -3.628 1.426
H 1.919 -3.510 1.971
H 2.449 -1.843 1.707
H 1.330 -4.114 -0.987
H 0.397 -4.424 0.499
H -1.094 -4.077 -1.503
H -1.348 -2.856 -0.226
H -1.000 -3.001 -3.617
H 0.212 -1.714 -3.742
H 0.721 -3.324 -3.199
F -4.095 -1.796 5.115
C -4.891 -1.369 4.117
C -4.328 -0.991 2.910
C -5.212 -0.579 1.926
F -4.787 -0.188 0.728
C -6.582 -0.546 2.137
F -7.410 -0.140 1.171
C -7.099 -0.930 3.358
F -8.415 -0.897 3.568
C -6.248 -1.348 4.364
F -6.745 -1.726 5.546
Ge -2.347 -1.004 2.751
S -1.554 -0.416 0.901
C -1.901 0.160 4.302
C -2.235 1.501 4.217
F -2.810 1.982 3.109
C -2.031 2.392 5.253
F -2.362 3.682 5.125
C -1.460 1.943 6.426
F -1.232 2.791 7.429
C -1.108 0.613 6.551
F -0.551 0.180 7.686
C -1.344 -0.253 5.498
F -1.007 -1.537 5.696
C -1.739 -2.850 3.175
C -0.406 -3.043 3.502
F 0.400 -1.986 3.658
C 0.136 -4.294 3.721
F 1.417 -4.442 4.080
C -0.663 -5.414 3.579
F -0.151 -6.629 3.773
C -1.992 -5.266 3.239
F -2.765 -6.346 3.096
C -2.505 -3.993 3.051
F -3.801 -3.922 2.714
C -0.783 5.562 -6.447
C -0.973 4.253 -5.725
C -2.052 4.053 -4.874
C -2.232 2.851 -4.194
C -3.401 2.650 -3.264
C -1.293 1.837 -4.362
C -0.200 2.008 -5.216
C 0.794 0.894 -5.426
C -0.062 3.215 -5.892
C -1.429 0.552 -3.569
O -2.133 -0.355 -3.985
O -0.712 0.545 -2.500
H -1.633 6.226 -6.288
H -0.671 5.410 -7.523
H 0.114 6.079 -6.097
H -2.778 4.850 -4.737
H -4.124 3.460 -3.365
H -3.074 2.612 -2.221
H -3.898 1.701 -3.470
H 1.000 0.361 -4.496
H 1.741 1.281 -5.807
H 0.411 0.169 -6.149
H 0.785 3.351 -6.560
*
```

Record 7
C39H51I2N8O4 as an isolated structure in a non-equilibrium geometry, computed with ωB97M-V/def2-TZVPD.

The gap between HOMO and LUMO is 0.280 Eh. The calculation puts the LUMO energy at -0.1085 Ha.

```
! RIJCOSX wB97M-V def2-TZVPD def2/J DEFGRID3
* xyz 1 1
C 6.656 -1.494 -2.477
C 5.698 -0.360 -2.335
O 5.714 0.431 -1.447
O 4.738 -0.320 -3.308
C 4.319 0.975 -3.697
C 2.793 0.981 -3.778
N 2.241 0.650 -2.458
C 1.841 -0.608 -2.022
C 1.801 -1.806 -2.895
C 0.720 -1.716 -4.013
C -0.568 -2.461 -3.702
C -1.421 -1.749 -2.668
N -2.624 -2.499 -2.322
C -3.654 -1.666 -1.703
C -2.460 -3.727 -1.667
C -1.135 -4.153 -1.080
O -3.404 -4.449 -1.515
C 1.509 -0.470 -0.700
C 1.082 -1.457 0.286
I -0.789 -1.090 1.180
C 1.836 -2.505 0.615
C 3.214 -2.759 0.086
I 1.240 -3.970 1.985
N 1.661 0.883 -0.412
O 1.457 1.392 0.832
C 2.091 1.566 -1.476
C 2.385 3.016 -1.633
C 2.135 3.931 -0.441
N 0.707 4.188 -0.196
H 6.267 -2.257 -3.143
H 7.620 -1.131 -2.814
H 6.765 -1.944 -1.494
H 4.632 1.725 -2.976
H 4.726 1.240 -4.671
H 2.421 1.942 -4.112
H 2.498 0.193 -4.458
H 1.609 -2.687 -2.288
H 2.768 -1.931 -3.375
H 1.139 -2.092 -4.942
H 0.468 -0.667 -4.175
H -1.155 -2.500 -4.619
H -0.345 -3.491 -3.434
H -0.868 -1.464 -1.762
H -1.760 -0.814 -3.115
H -3.285 -1.203 -0.782
H -4.513 -2.276 -1.454
H -3.956 -0.886 -2.395
H -0.317 -3.450 -1.201
H -0.850 -5.107 -1.515
H -1.303 -4.322 -0.019
H 3.647 -1.855 -0.336
H 3.196 -3.555 -0.658
H 3.856 -3.111 0.888
H 0.523 1.660 0.877
H 1.738 3.379 -2.438
H 3.406 3.145 -1.986
H 2.586 4.884 -0.712
H 2.614 3.560 0.459
H 0.099 3.718 -0.853
H 0.433 3.946 0.745
N -2.164 2.632 5.689
C -1.905 1.504 5.034
C -0.749 1.294 4.297
C 0.188 2.314 4.238
C -0.067 3.496 4.915
C -1.254 3.602 5.625
H -2.664 0.732 5.109
H -0.586 0.357 3.782
H 1.108 2.187 3.677
H 0.637 4.316 4.899
H -1.491 4.507 6.173
N -6.266 -6.998 -3.817
C -7.561 -7.257 -3.988
C -8.562 -6.740 -3.180
C -8.199 -5.908 -2.133
C -6.856 -5.629 -1.940
C -5.933 -6.196 -2.807
H -7.804 -7.914 -4.816
H -9.599 -6.985 -3.368
H -8.950 -5.486 -1.478
H -6.523 -4.987 -1.136
H -4.875 -5.997 -2.687
N -4.477 0.891 8.778
C -5.626 0.504 9.329
C -6.873 0.835 8.820
C -6.932 1.614 7.677
C -5.745 2.027 7.092
C -4.548 1.642 7.677
H -5.538 -0.102 10.224
H -7.773 0.490 9.310
H -7.886 1.895 7.250
H -5.743 2.640 6.200
H -3.601 1.946 7.246
N 4.883 6.435 -0.135
C 5.601 7.304 -0.843
C 6.918 7.082 -1.222
C 7.521 5.893 -0.847
C 6.787 4.976 -0.110
C 5.480 5.299 0.218
H 5.095 8.223 -1.115
H 7.453 7.825 -1.796
H 8.547 5.684 -1.123
H 7.218 4.036 0.207
H 4.870 4.614 0.799
*
```

Q: Among the records above, which one has the highest gap between HOMO and LUMO?
A: C2H6O